Entry 1:
# C24H24AlBrN6O3Se

A molecular structure, C24H24AlBrN6O3Se (ωB97M-V/def2-TZVPD, the Open Molecules 2025 dataset).

Output
HOMO in eV: -13.31
F_max in Eh/bohr: 0.0139
Lowest unoccupied orbital energy in eV: -6.90
Charge: +2

CARTESIAN COORDINATES (ANGSTROEM)
Al1 0.1961 -0.2122 -0.0940
O1 -2.4791 -1.0914 1.9659
C1 -2.0758 -1.9122 2.9968
C2 -3.0049 -2.3116 3.9398
C3 -2.6201 -3.1717 4.9572
C4 -1.3176 -3.6510 5.0257
C5 -0.3929 -3.2431 4.0776
C6 -0.7544 -2.3579 3.0683
C7 0.2887 -1.8515 2.1059
O2 -0.1712 -1.6501 0.8057
N1 0.7775 -0.5264 2.5760
N2 0.9245 0.4488 1.6757
C8 1.3872 1.6072 1.9867
C9 1.5262 2.6635 1.0144
Br1 0.5797 2.2853 -0.6199
C10 2.1722 3.8286 1.1044
C11 3.0899 4.2349 2.1646
C12 3.8546 3.3223 2.9007
C13 4.7214 3.7659 3.8839
C14 4.8551 5.1275 4.1297
C15 4.1281 6.0436 3.3815
C16 3.2576 5.6019 2.4018
H1 -1.8312 -1.2695 1.2605
H2 -4.0233 -1.9540 3.8554
H3 -3.3503 -3.4853 5.6922
H4 -1.0275 -4.3382 5.8083
H5 0.6287 -3.6064 4.1259
H6 1.1377 -2.5419 2.1035
H7 0.9697 -0.3587 3.5523
H8 1.6633 1.8346 3.0124
H9 2.0017 4.5556 0.3164
H10 3.8236 2.2649 2.6603
H11 5.3114 3.0538 4.4459
H12 5.5467 5.4742 4.8865
H13 4.2498 7.1045 3.5548
H14 2.6800 6.3186 1.8293
Se1 1.0928 -1.9468 -2.6025
N3 1.6068 -0.8396 -1.2624
C17 2.9236 -0.9910 -1.0985
C18 3.7396 -0.3294 -0.1431
C19 5.0668 -0.6183 -0.1258
C20 5.6686 -1.5459 -1.0390
C21 4.9326 -2.1899 -1.9716
C22 3.5283 -1.9338 -2.0200
N4 2.7034 -2.5172 -2.8698
H15 3.3120 0.3849 0.5461
H16 5.7031 -0.1272 0.5995
H17 6.7336 -1.7235 -0.9771
H18 5.3710 -2.8823 -2.6774
C23 -4.8949 -0.0455 -0.6371
N5 -3.4544 0.0309 -0.3997
C24 -2.5368 -0.1316 -1.3318
N6 -2.8814 -0.3465 -2.5979
O3 -1.2913 -0.0780 -1.0212
H19 -5.4034 0.1785 0.2940
H20 -5.1866 -1.0465 -0.9564
H21 -5.2048 0.6904 -1.3791
H22 -3.1324 0.1176 0.5559
H23 -3.8446 -0.4235 -2.8780
H24 -2.1736 -0.4256 -3.3067

***

Entry 2:
# C31H40BF9N3O29

10 unconnected molecules or ions with the total composition C31H40BF9N3O29 (ωB97M-V/def2-TZVPD, the Open Molecules 2025 dataset).

Output
HOMO in eV: -4.81
F_max in Eh/bohr: 0.0144
Lowest unoccupied orbital energy in eV: 1.45
Charge: -1

CARTESIAN COORDINATES (ANGSTROEM)
N1 -1.7845 2.1282 1.8270
C1 -2.4835 1.2236 0.9223
N2 -3.4695 2.0390 0.1689
N3 -1.4973 0.7457 -0.0430
C2 -3.1503 0.0519 1.6695
B1 -2.2762 -0.5416 2.8857
O1 -2.3623 0.1394 4.2150
C3 -1.3964 -0.5901 4.9156
C4 -0.2477 -0.8570 3.8980
O2 -0.7733 -0.5075 2.6453
H1 -0.8726 1.7461 2.0387
H2 -2.2929 2.1632 2.7037
H3 -4.1708 1.3772 -0.1543
H4 -3.9590 2.5875 0.8714
H5 -0.7325 0.3324 0.4840
H6 -1.8923 -0.0019 -0.6017
H7 -4.1536 0.3335 2.0040
H8 -3.2930 -0.7819 0.9737
H9 -2.5756 -1.7477 3.0591
H10 -1.8245 -1.5551 5.2253
H11 -1.0592 -0.0556 5.8083
H12 0.6290 -0.2353 4.1152
H13 0.0512 -1.9124 3.9545
C5 -2.5291 -5.7278 4.1139
C6 -3.5390 -5.9656 5.2221
O3 -4.1665 -4.7183 5.3355
C7 -4.0639 -4.0657 4.1230
O4 -4.6534 -3.0944 3.8244
O5 -3.1699 -4.7239 3.3404
F1 -2.9495 -6.2915 6.4045
H14 -1.6004 -5.3356 4.5340
H15 -2.3268 -6.6019 3.5016
H16 -4.2877 -6.7298 4.9981
C8 1.3615 -1.5844 0.6868
C9 2.4196 -2.5485 1.1814
O6 2.2773 -3.6484 0.2843
C10 1.7513 -3.1878 -0.8684
O7 1.7184 -3.8302 -1.8802
O8 1.3019 -1.9316 -0.7239
F2 2.2152 -2.9865 2.4400
H17 0.3851 -1.7555 1.1464
H18 1.6325 -0.5407 0.8086
H19 3.4354 -2.1679 1.1011
C11 0.2761 2.8139 -2.0090
C12 -0.1188 2.4045 -3.4119
O9 0.5081 3.4011 -4.2094
C13 1.5783 3.8778 -3.5213
O10 2.4233 4.5612 -4.0128
O11 1.5388 3.4705 -2.2497
F3 -1.4552 2.4484 -3.6365
H20 -0.4346 3.5272 -1.5916
H21 0.3889 1.9811 -1.3257
H22 0.2559 1.4306 -3.7214
C14 7.8468 -0.6250 0.1599
C15 7.6992 -1.7833 1.1318
O12 6.5769 -1.3910 1.8966
C16 5.8104 -0.5576 1.1371
O13 4.6982 -0.2423 1.3982
O14 6.4974 -0.1643 0.0446
F4 8.7747 -1.9088 1.9394
H23 8.4691 0.1533 0.6036
H24 8.2311 -0.9038 -0.8157
H25 7.4921 -2.7495 0.6678
C17 -6.9795 1.6577 -3.5428
C18 -6.5075 2.8828 -2.7759
O15 -6.6159 2.4498 -1.4372
C19 -6.4849 1.0981 -1.4123
O16 -6.2589 0.4628 -0.4377
O17 -6.6162 0.5946 -2.6616
F5 -7.3183 3.9508 -2.9729
H26 -8.0651 1.6877 -3.6531
H27 -6.5038 1.5210 -4.5086
H28 -5.4759 3.1835 -2.9654
C20 0.6353 6.4117 -6.0055
C21 -0.7128 6.7404 -5.3893
O18 -0.6277 8.1422 -5.2043
C22 0.2511 8.6424 -6.1162
O19 0.3713 9.7937 -6.3748
O20 0.9451 7.6380 -6.6871
F6 -0.9112 6.1472 -4.1922
H29 1.3759 6.2182 -5.2304
H30 0.6198 5.5868 -6.7101
H31 -1.5732 6.5261 -6.0270
C23 -8.8714 -0.5546 0.8733
C24 -8.7503 -0.4149 2.3804
O21 -10.0269 -0.8552 2.8235
C25 -10.5387 -1.6996 1.8910
O22 -11.4798 -2.4028 2.0574
O23 -9.8188 -1.6237 0.7505
F7 -8.5689 0.8650 2.7737
H32 -9.2978 0.3556 0.4470
H33 -7.9394 -0.8064 0.3825
H34 -7.9792 -1.0376 2.8359
C26 12.4998 -0.0521 4.7140
C27 12.5097 -1.4838 4.2055
O24 11.5889 -1.4251 3.1381
C28 11.5648 -0.1505 2.6585
O25 11.0832 0.1784 1.6285
O26 12.1854 0.6805 3.5287
F8 12.0728 -2.3669 5.1322
H35 11.7027 0.0752 5.4481
H36 13.4474 0.2857 5.1212
H37 13.4738 -1.8284 3.8262
C29 1.8393 -3.3620 -5.8999
C30 2.7458 -2.8926 -4.7761
O27 2.6974 -1.4844 -4.9323
C31 1.5161 -1.1622 -5.5181
O28 1.0570 -0.0723 -5.5746
O29 0.9313 -2.2706 -6.0272
F9 4.0255 -3.3154 -4.9390
H38 2.4096 -3.4714 -6.8245
H39 1.2971 -4.2749 -5.6754
H40 2.3939 -3.1583 -3.7785

***

Entry 3:
# C53H52N6O5P2Pd

A molecular structure, C53H52N6O5P2Pd (ωB97M-V/def2-TZVPD, the Open Molecules 2025 dataset).

Output
HOMO in eV: -0.82
F_max in Eh/bohr: 0.0104
Lowest unoccupied orbital energy in eV: 4.16
Charge: -2
Energy relative to the best compared isomer or geometry (same formula, charge and spin) in kcal/mol: 15.5

CARTESIAN COORDINATES (ANGSTROEM)
Pd1 0.0670 0.0229 0.8435
C1 0.3295 3.3530 0.8079
N1 -1.0920 3.3510 1.0863
C2 -1.9216 2.6669 0.0956
P1 -2.1008 0.8411 0.4444
C3 -3.1609 0.9362 1.9526
C4 -2.5283 0.8022 3.1841
C5 -3.2395 0.9555 4.3656
C6 -4.5999 1.2281 4.3351
C7 -5.2489 1.3231 3.1100
C8 -4.5338 1.1762 1.9319
C9 -3.4041 0.3827 -0.7696
C10 -3.7500 1.1281 -1.8932
C11 -4.7093 0.6627 -2.7884
C12 -5.3351 -0.5543 -2.5692
C13 -4.9767 -1.3192 -1.4630
C14 -4.0122 -0.8632 -0.5824
C15 -1.6272 4.0746 2.1306
C16 -0.8096 4.7219 3.0786
C17 -1.3553 5.4568 4.1171
C18 -2.7258 5.5890 4.2713
C19 -3.5421 4.9503 3.3471
C20 -3.0183 4.2156 2.3015
P2 1.2896 1.7857 1.2212
C21 2.6118 2.1481 -0.0296
C22 2.7615 1.2212 -1.0545
C23 3.6574 1.4490 -2.0924
C24 4.4087 2.6131 -2.1244
C25 4.2516 3.5610 -1.1187
C26 3.3538 3.3289 -0.0881
C27 2.1428 2.2594 2.8019
C28 1.3014 2.4099 3.9091
C29 1.8056 2.6617 5.1735
C30 3.1800 2.7330 5.3718
C31 4.0307 2.5421 4.2941
C32 3.5174 2.3097 3.0233
H1 0.7989 4.2410 1.2296
H2 0.4439 3.4249 -0.2798
H3 -1.4083 2.7350 -0.8663
H4 -2.8873 3.1672 -0.0115
H5 -1.4735 0.5364 3.2068
H6 -2.7263 0.8323 5.3111
H7 -5.1542 1.3458 5.2584
H8 -6.3158 1.5174 3.0689
H9 -5.0566 1.2518 0.9831
H10 -3.2586 2.0695 -2.0969
H11 -4.9624 1.2579 -3.6591
H12 -6.0811 -0.9175 -3.2681
H13 -5.4338 -2.2868 -1.2964
H14 -3.7096 -1.4785 0.2591
H15 0.2619 4.6174 3.0393
H16 -0.6804 5.9176 4.8301
H17 -3.1460 6.1476 5.0973
H18 -4.6204 5.0030 3.4452
H19 -3.7022 3.7042 1.6466
H20 2.1461 0.3248 -1.0362
H21 3.7515 0.7147 -2.8843
H22 5.1045 2.7906 -2.9359
H23 4.8252 4.4802 -1.1414
H24 3.2326 4.0781 0.6867
H25 0.2290 2.3094 3.7791
H26 1.1223 2.7823 6.0053
H27 3.5804 2.9100 6.3633
H28 5.1051 2.5700 4.4376
H29 4.2055 2.1460 2.2039
O1 -1.9287 -3.0262 3.6279
N2 -1.3344 -2.2365 2.8710
O2 -1.7038 -2.0828 1.6878
O3 -0.3480 -1.5800 3.2871
O4 -0.4911 1.1963 -2.3158
C33 -0.2640 0.0092 -2.5162
N3 -0.3628 -0.5549 -3.7893
C34 -0.1434 -1.9757 -3.7271
C35 0.2794 -2.1052 -2.2257
O5 0.6849 -3.1727 -1.7824
N4 0.1797 -0.9201 -1.6111
C36 -1.3708 -2.8331 -3.9805
C37 -2.6196 -2.2837 -4.2337
C38 -3.7272 -3.1005 -4.4323
C39 -3.6003 -4.4768 -4.3648
C40 -2.3573 -5.0336 -4.0851
C41 -1.2544 -4.2213 -3.8961
C42 1.0318 -2.3495 -4.6256
C43 2.3165 -1.9834 -4.2238
C44 3.4069 -2.2068 -5.0438
C45 3.2356 -2.8020 -6.2901
C46 1.9653 -3.1737 -6.6954
C47 0.8716 -2.9513 -5.8641
H30 -0.9221 -0.0857 -4.4802
H31 -2.7547 -1.2107 -4.2256
H32 -4.6924 -2.6457 -4.6153
H33 -4.4670 -5.1130 -4.4973
H34 -2.2497 -6.1076 -3.9962
H35 -0.2925 -4.6485 -3.6461
H36 2.4561 -1.5228 -3.2522
H37 4.3951 -1.9187 -4.7075
H38 4.0895 -2.9787 -6.9329
H39 1.8161 -3.6398 -7.6620
H40 -0.1160 -3.2546 -6.1883
C48 3.2192 -1.4856 2.0911
C49 4.2378 -2.5749 2.5230
N5 4.1438 -3.7474 1.6437
C50 2.7885 -4.3086 1.7604
C51 1.7219 -3.2267 1.4505
N6 2.3930 -2.0038 1.0132
C52 3.2180 -2.3041 -0.1495
C53 4.3341 -3.3058 0.2566
H41 3.7212 -0.5800 1.7339
H42 2.5609 -1.1891 2.9113
H43 4.0448 -2.9099 3.5458
H44 5.2661 -2.2004 2.4857
H45 2.6727 -4.7079 2.7722
H46 2.7178 -5.1478 1.0627
H47 1.1199 -2.9744 2.3241
H48 1.0413 -3.5333 0.6530
H49 3.6487 -1.3719 -0.5199
H50 2.5607 -2.7145 -0.9222
H51 5.3274 -2.8508 0.1847
H52 4.3265 -4.1892 -0.3882

***

Entry 4:
# C9H40B2N2O5

A molecular structure, C9H40B2N2O5 in a non-equilibrium geometry (ωB97M-V/def2-TZVPD, the Open Molecules 2025 dataset).

Output
HOMO in eV: -8.22
F_max in Eh/bohr: 0.3337
Lowest unoccupied orbital energy in eV: 0.61

CARTESIAN COORDINATES (ANGSTROEM)
O1 -0.4757 -0.4436 -2.4229
H1 -0.8369 -1.1794 -1.9232
H2 -0.9325 0.3702 -2.1979
H3 0.4814 -0.3932 -2.3676
O2 0.2241 -1.5162 0.4469
H4 -0.5739 -1.7620 -0.0268
H5 0.8208 -2.2682 0.4452
H6 0.6249 -0.7494 0.0309
B1 1.4996 -0.2929 -1.5290
H7 1.3708 -0.9732 -2.3566
H8 1.2416 0.6886 -1.8956
H9 0.8891 -0.5563 -0.6792
H10 2.5273 -0.2631 -1.2018
B2 -1.3689 -1.9701 -1.1161
H11 -0.4037 -2.4404 -1.2222
H12 -1.1649 -0.9191 -0.9817
H13 -2.1173 -2.1780 -1.8651
H14 -1.8388 -2.3010 -0.2029
C1 1.3210 -4.3418 0.4531
O3 1.1219 -3.1945 -0.3984
H15 0.4257 -4.9155 0.2136
H16 2.2973 -4.8004 0.2964
H17 1.2906 -3.9860 1.4830
H18 1.6758 -3.3300 -1.1707
C2 -0.8565 1.5745 0.4888
C3 -1.7514 1.0233 -0.6459
C4 -3.2543 1.6216 -0.8793
O4 -3.9599 0.8659 -1.7534
C5 -5.2090 1.4964 -2.1852
N1 -0.8988 1.2653 -1.7749
H19 -1.4342 1.7024 1.4042
H20 -0.3923 2.5427 0.3011
H21 -0.1897 0.7339 0.6809
H22 -1.7731 -0.0565 -0.4990
H23 -3.2378 2.6628 -1.2015
H24 -3.8042 1.4492 0.0459
H25 -5.0464 2.5429 -2.4431
H26 -6.0489 1.4845 -1.4904
H27 -5.6330 0.9657 -3.0377
H28 -1.3573 1.6610 -2.5832
H29 -0.3319 2.0292 -1.4354
C6 0.4103 0.8954 2.4091
C7 1.5068 0.5337 1.4072
C8 2.7764 1.3905 1.4340
O5 3.4687 1.1080 2.6700
C9 3.5965 2.2544 3.4169
N2 1.8008 -0.8544 1.4289
H30 0.0233 1.9134 2.3646
H31 0.8064 0.7712 3.4170
H32 -0.3898 0.2182 2.1102
H33 1.0922 0.7732 0.4280
H34 2.6172 2.4371 1.1745
H35 3.5494 1.0313 0.7547
H36 4.4953 2.8036 3.1365
H37 3.7568 1.9189 4.4415
H38 2.6733 2.8190 3.5466
H39 2.3391 -0.8689 2.2834
H40 2.5564 -0.9940 0.7735